Entry from the OMol25 dataset: a 3-piece molecular cluster, C21H46F3NO13P overall in a non-equilibrium geometry (wB97M-V/def2-TZVPD).

The value obtained for the HOMO-LUMO gap is 0.274 Eh. The HOMO energy is -11.11 eV. For the LUMO energy, the calculation gives -0.13456 hartree. The net charge is +1.

Last column: Mulliken charge in e.
Geometry (Å):
P: 2.329 -1.796 -1.399  1.127
F: 3.170 2.714 -1.257  -0.236
F: 1.676 3.932 -0.391  -0.272
F: 3.364 3.305 0.763  -0.274
O: -5.584 1.322 -2.086  -0.292
O: -2.151 -1.824 4.781  -0.295
O: 1.371 0.965 -0.847  -0.388
O: -3.108 -0.019 -3.228  -0.370
O: 6.710 -0.296 -2.202  -0.411
O: 2.349 -3.249 -2.061  -0.539
O: -2.053 1.089 6.027  -0.295
O: 4.619 -1.054 -2.342  -0.439
O: 9.497 0.241 0.020  -0.526
O: -0.896 0.496 3.264  -0.289
O: 4.459 -4.233 1.739  -0.222
O: -5.497 0.355 -5.093  -0.291
O: 2.829 -3.300 0.667  -0.257
N: 3.531 -3.583 1.919  0.253
C: 0.592 -1.363 -1.191  -1.023
C: -4.261 1.816 -2.006  -0.263
C: 2.507 2.955 -0.152  0.775
C: -5.300 0.950 -6.360  -0.802
C: 1.756 1.713 0.308  -0.292
C: -0.265 -0.428 4.148  -0.397
C: -2.295 1.823 4.842  -0.624
C: 3.261 -0.717 -2.532  -0.575
C: -1.258 1.768 6.980  -0.801
C: -2.208 0.948 3.608  -0.306
C: -6.095 0.823 -0.866  -0.792
C: 7.639 0.466 -1.420  -0.373
C: -4.184 -0.919 -3.495  -0.309
C: -3.109 -2.612 4.102  -0.771
C: 0.350 0.021 -0.578  -0.587
C: 3.184 -2.020 0.197  -0.853
C: -3.416 1.375 -3.186  -0.428
C: 8.300 -0.410 -0.381  -0.374
C: -0.870 -1.819 4.183  -0.507
C: -4.769 -0.842 -4.892  -0.592
C: 5.409 0.086 -2.035  -0.287
H: 9.524 0.348 0.976  0.331
H: -4.096 -2.274 4.414  0.245
H: 0.854 1.957 0.859  0.417
H: -0.909 -2.225 3.165  0.257
H: 3.019 -0.937 -3.573  0.314
H: -0.171 -0.010 5.149  0.128
H: -6.452 1.643 -0.236  0.308
H: -5.463 -1.682 -5.020  0.402
H: -1.595 2.661 4.744  0.332
H: 5.152 0.895 -2.735  0.403
H: -3.311 2.232 4.901  0.410
H: 5.194 0.468 -1.025  0.328
H: 0.124 -0.051 0.484  0.272
H: -3.778 1.499 -1.074  0.084
H: 3.087 0.345 -2.363  0.390
H: -3.842 1.708 -4.131  0.099
H: -3.748 -1.916 -3.384  0.395
H: 0.054 -1.508 -2.128  0.707
H: 7.668 -0.532 0.500  0.262
H: -4.960 -0.837 -2.735  0.121
H: 0.756 -0.532 3.765  0.462
H: -5.925 0.465 -7.117  0.312
H: -4.315 2.912 -2.011  0.416
H: 8.410 0.825 -2.094  0.401
H: -3.031 -2.488 3.016  0.328
H: -5.342 0.239 -0.326  0.345
H: -2.906 0.114 3.663  0.117
H: -2.524 1.558 2.757  0.376
H: 4.251 -2.046 -0.037  0.589
H: -2.449 1.879 -3.095  0.480
H: -5.588 1.998 -6.284  0.240
H: -0.430 2.303 6.505  0.369
H: -4.249 0.906 -6.666  0.371
H: -2.995 -3.667 4.366  0.319
H: 2.437 1.090 0.889  0.092
H: -3.965 -0.947 -5.629  0.340
H: -0.839 1.022 7.655  0.242
H: -1.865 2.469 7.561  0.309
H: 8.551 -1.385 -0.788  0.256
H: -0.218 -2.464 4.786  0.397
H: 7.175 1.349 -0.983  0.315
H: -6.932 0.167 -1.101  0.248
H: 1.506 -3.327 -2.541  0.377
H: 0.174 -2.094 -0.498  0.449
H: 2.944 -1.221 0.900  0.466
H: -0.563 0.407 -1.031  0.376

Entry from the OMol25 dataset: an isolated molecule of C5H6OS2 in a non-equilibrium geometry (wB97M-V/def2-TZVPD).

The value obtained for the HOMO-LUMO gap is 0.320 Eh. The HOMO energy is -9.14 eV. The SMILES is C#C[C@H](O)C(=S)SC. For the LUMO energy, the calculation gives -0.01555 hartree.

Last column: natural (NBO) charge in e.
Geometry (Å):
S: -1.170 -1.726 -0.375  0.340
S: 1.733 -2.222 -0.624  0.053
O: 2.185 0.185 0.926  -0.690
C: 0.497 1.087 -0.502  -0.039
C: -1.992 -0.345 0.434  -0.781
C: 0.552 -1.275 -0.065  -0.285
C: 0.837 0.092 0.568  -0.062
C: 0.362 1.861 -1.426  -0.211
H: 2.771 -0.191 0.218  0.488
H: -1.721 0.572 -0.101  0.244
H: -1.728 -0.225 1.520  0.224
H: 0.424 2.380 -2.334  0.240
H: 0.315 0.361 1.488  0.235
H: -3.064 -0.553 0.272  0.244

Entry from the OMol25 dataset: a 2-piece molecular cluster, C4H12NO2 overall in a non-equilibrium geometry (wB97M-V/def2-TZVPD).

The value obtained for the HOMO-LUMO gap (alpha / beta) is 0.389 / 0.298 Eh. The spin multiplicity is 2. The HOMO energy (alpha / beta) is -9.76 / -9.72 eV. For the LUMO energy (alpha / beta), the calculation gives 0.03057 / -0.05941 hartree. Its expectation value of S² is 0.755.

Last column: natural (NBO) charge in e.
Geometry (Å):
O: -1.888 -0.559 2.419  -0.269
O: 4.439 5.100 -0.281  -0.937
N: 0.782 -1.009 -1.108  -0.838
C: -0.675 -1.119 -0.609  -0.051
C: -2.102 -0.022 1.171  -0.155
C: -0.736 -2.301 0.320  -0.635
C: -0.878 0.161 0.229  -0.432
H: -1.646 -2.422 0.881  0.222
H: 4.606 5.036 -1.225  0.468
H: -0.519 -3.313 -0.202  0.207
H: 0.028 -2.106 1.059  0.225
H: 0.868 -1.914 -1.627  0.350
H: -2.544 1.003 1.172  0.249
H: -0.970 0.994 -0.411  0.206
H: -1.337 -1.248 -1.492  0.179
H: 4.616 4.233 0.075  0.469
H: -2.877 -0.618 0.514  0.162
H: 0.866 -0.239 -1.766  0.353
H: -0.033 0.343 0.882  0.227

Entry from the OMol25 dataset: C10H26O5Si2 as an isolated structure in a non-equilibrium geometry (wB97M-V/def2-TZVPD).

The value obtained for the HOMO-LUMO gap is 0.384 Eh. The HOMO energy is -9.85 eV. For the LUMO energy, the calculation gives 0.02181 hartree.

Last column: natural (NBO) charge in e.
Geometry (Å):
Si: 1.203 0.313 -0.563  2.177
Si: -0.476 -1.293 1.667  2.154
O: 0.056 -0.233 0.509  -1.313
O: -0.899 -0.355 2.956  -0.904
O: 0.983 -0.387 -2.055  -0.915
O: 1.358 -0.764 -4.717  -0.736
O: -1.264 2.222 0.927  -0.759
C: -0.689 -1.265 -3.447  -0.442
C: -0.027 -0.783 -4.782  -0.057
C: -1.280 2.044 3.397  -0.451
C: -0.398 -0.283 -2.302  -0.114
C: -0.296 0.869 3.232  -0.059
C: 1.391 2.142 -0.801  -1.192
C: 2.910 -0.120 -0.019  -1.188
C: 1.034 -2.383 1.990  -1.166
C: -2.071 2.245 2.075  -0.062
C: -2.009 -2.051 0.991  -1.203
H: -0.555 0.117 -5.181  0.150
H: -2.650 -2.507 1.842  0.258
H: -0.484 0.730 -2.676  0.181
H: 3.195 -1.133 -0.288  0.244
H: 1.413 -3.097 1.260  0.255
H: 0.417 0.697 4.048  0.182
H: -0.879 1.242 0.936  0.496
H: -0.973 -0.550 -1.368  0.199
H: -0.638 2.932 3.596  0.211
H: -0.142 -1.539 -5.509  0.177
H: 1.684 -0.566 -3.806  0.497
H: 3.072 -0.036 1.046  0.237
H: -1.748 -2.865 0.313  0.245
H: 1.796 -1.527 2.089  0.239
H: -1.948 1.854 4.196  0.213
H: -2.558 3.324 2.031  0.179
H: -2.949 1.541 2.089  0.161
H: 2.060 2.564 -0.011  0.244
H: -2.767 -1.409 0.490  0.261
H: 1.722 2.451 -1.767  0.253
H: -0.180 -2.177 -3.040  0.211
H: 0.330 1.065 2.326  0.160
H: -1.795 -1.455 -3.545  0.214
H: 1.060 -2.807 3.001  0.250
H: 3.579 0.677 -0.508  0.249
H: 0.410 2.559 -0.621  0.264

Entry from the OMol25 dataset: C41H41FeN8O10P2S2 as an isolated structure (wB97M-V/def2-TZVPD).

The value obtained for the HOMO-LUMO gap (alpha / beta) is 0.256 / 0.276 Eh. The spin multiplicity is 2. The HOMO energy (alpha / beta) is -7.87 / -7.87 eV. For the LUMO energy (alpha / beta), the calculation gives -0.03257 / -0.01290 hartree. Its expectation value of S² is 0.818.

Last column: Mulliken spin population.
Geometry (Å):
Fe: 0.838 -1.636 -0.545  1.092
S: 3.036 -2.846 -0.361  -0.035
S: 3.175 0.712 0.142  0.002
P: -2.267 -3.292 -0.863  0.000
P: -0.788 -3.824 1.422  0.005
O: 2.937 0.276 1.488  0.000
O: -0.742 -3.545 2.865  0.000
O: 0.398 -3.353 0.579  0.033
O: -2.097 -3.117 0.742  0.000
O: 4.529 0.643 -0.339  -0.003
O: -1.031 -5.370 1.107  0.004
O: -7.244 6.331 5.481  0.000
O: -1.072 -2.652 -1.499  0.030
O: -2.572 -4.719 -1.164  0.003
O: -3.526 -2.336 -1.155  0.001
N: 1.212 -1.872 -2.556  -0.026
N: 2.165 -0.068 -0.875  -0.012
N: -2.753 2.036 3.547  0.000
N: 0.427 -0.992 1.320  -0.044
N: 4.018 -3.461 -2.704  -0.001
N: 2.448 -4.954 -1.945  0.000
N: -0.615 -0.220 -0.935  -0.028
N: -3.626 2.707 1.620  0.000
C: 2.944 0.265 -5.028  0.000
C: -5.528 4.626 5.688  0.001
C: 3.150 -3.846 -1.756  -0.006
C: 3.347 4.725 0.341  -0.001
C: 3.413 1.221 -4.174  0.000
C: -2.080 1.352 2.568  0.002
C: -3.674 2.839 2.924  0.000
C: -1.020 0.396 2.646  -0.002
C: 1.456 -5.524 -1.028  -0.002
C: -4.586 3.731 3.645  0.000
C: 2.444 0.132 -2.224  -0.022
C: 3.695 3.382 0.314  0.000
C: 0.787 -2.850 -3.325  0.000
C: 1.657 6.588 0.173  0.000
C: 0.959 -1.483 2.419  -0.002
C: 2.036 5.134 0.119  0.000
C: 1.704 -1.862 -5.296  -0.001
C: -2.187 1.268 0.129  -0.002
C: 1.940 -0.861 -3.110  0.018
C: 1.411 2.819 -0.179  0.004
C: 0.569 -1.048 3.687  -0.002
C: 2.718 2.431 0.067  -0.003
C: 3.182 1.157 -2.789  -0.005
C: 1.074 4.162 -0.149  -0.001
C: -6.298 5.427 3.551  0.000
C: -2.685 1.632 -1.125  0.000
C: -2.640 1.782 1.387  -0.002
C: 1.019 -2.885 -4.712  -0.002
C: -2.138 1.054 -2.244  -0.003
C: 2.199 -0.809 -4.496  0.001
C: 4.379 -4.206 -3.899  0.000
C: 1.719 -7.001 -0.807  0.000
C: -0.412 -0.103 3.807  0.000
C: 5.340 -5.355 -3.624  0.000
C: -7.333 6.395 6.893  0.000
C: -0.565 -0.089 1.419  -0.019
C: -1.148 0.332 0.173  0.017
C: -4.654 3.770 5.030  -0.001
C: -1.109 0.120 -2.110  0.014
C: -5.426 4.575 2.913  -0.001
C: -6.355 5.460 4.946  0.000
H: 4.111 5.468 0.536  0.000
H: -7.643 5.436 7.315  0.000
H: 1.885 -1.841 -6.365  0.000
H: 0.988 6.852 -0.647  0.000
H: -8.086 7.146 7.113  0.000
H: 2.702 -7.160 -0.363  0.000
H: -6.951 6.083 2.992  0.000
H: 0.622 -3.711 -5.285  0.000
H: -5.555 4.627 6.768  0.000
H: 3.621 1.926 -2.175  0.000
H: 1.136 6.816 1.105  0.000
H: 5.577 -5.882 -4.549  0.000
H: 6.269 -4.980 -3.195  0.000
H: 1.708 -2.250 2.297  0.001
H: 0.209 -3.620 -2.839  -0.001
H: 4.820 -3.491 -4.592  0.000
H: 1.660 -7.570 -1.739  0.000
H: -0.734 0.230 4.786  0.000
H: -3.492 2.350 -1.191  0.000
H: 1.503 -4.955 -0.105  0.001
H: -2.498 1.295 -3.234  0.000
H: -6.381 6.698 7.336  0.000
H: 2.579 -5.446 -2.817  0.000
H: -0.697 -0.369 -2.979  -0.002
H: 0.050 4.459 -0.344  0.000
H: -1.585 -5.468 0.297  0.000
H: -2.609 1.960 4.537  0.000
H: -4.352 -2.812 -1.007  0.000
H: 0.967 -7.397 -0.126  0.000
H: -5.379 4.544 1.833  0.000
H: 2.536 7.229 0.117  0.000
H: 4.514 -2.612 -2.478  0.000
H: 3.132 0.307 -6.093  0.000
H: 4.717 3.068 0.481  0.000
H: 0.457 -5.359 -1.439  0.000
H: 0.668 2.076 -0.417  -0.003
H: 4.914 -6.073 -2.922  0.000
H: 1.036 -1.491 4.554  0.000
H: -4.029 3.125 5.637  0.000
H: 3.993 2.052 -4.555  0.000
H: 3.466 -4.560 -4.388  0.000

Entry from the OMol25 dataset: C32H38N4O6PSTaTe as an isolated structure in a non-equilibrium geometry (wB97M-V/def2-TZVPD).

The value obtained for the HOMO-LUMO gap is 0.239 Eh. The HOMO energy is -6.40 eV. For the LUMO energy, the calculation gives 0.00407 hartree.

Last column: natural (NBO) charge in e.
Geometry (Å):
Ta: -0.435 -0.535 0.691  1.886
Te: 3.632 -2.801 0.005  -0.405
S: 0.846 -1.947 2.294  -0.160
P: 2.474 -0.834 -0.379  1.951
O: 2.476 0.334 0.725  -0.864
O: -3.090 -1.329 0.756  -0.563
O: 3.094 0.025 -1.584  -0.871
O: -1.094 0.269 2.354  -0.832
O: 0.927 -0.937 -0.680  -1.139
O: -2.765 0.366 3.823  -0.599
N: -0.957 -2.145 -2.962  -0.438
N: -2.845 1.344 -0.236  -0.448
N: -0.950 0.932 -2.354  -0.418
N: 0.132 1.837 0.285  -0.510
C: 1.418 -2.657 -4.303  -0.168
C: -0.319 -1.168 -3.614  0.279
C: -1.908 2.035 -2.417  -0.250
C: 3.950 -0.437 -2.657  -0.062
C: -0.405 -3.356 -2.947  0.054
C: -1.724 -0.127 3.471  0.804
C: 0.050 -1.928 3.869  -0.130
C: -2.783 2.261 -1.198  0.221
C: 0.633 -2.818 4.783  -0.226
C: 0.399 1.459 -2.148  -0.284
C: 0.786 -3.661 -3.594  -0.248
C: 1.343 4.309 0.158  -0.141
C: 0.149 -2.945 6.070  -0.185
C: 3.746 0.623 1.386  -0.063
C: -1.037 -1.159 4.295  -0.162
C: 1.145 3.557 -0.990  -0.250
C: -4.445 3.629 -0.149  -0.157
C: 0.911 3.809 1.374  -0.247
C: -1.869 -3.433 0.515  -0.692
C: -3.873 -1.393 -0.433  -0.248
C: -1.006 0.174 -3.613  -0.258
C: -1.834 -1.953 0.648  -0.186
C: -3.561 3.415 -1.188  -0.267
C: 5.054 0.576 -2.840  -0.624
C: 3.591 0.515 2.881  -0.633
C: -0.945 -2.188 6.486  -0.245
C: -4.537 2.668 0.842  -0.256
C: 0.542 2.311 -0.901  0.252
C: -3.731 1.549 0.753  0.058
C: 0.306 2.568 1.393  0.081
C: -1.525 -1.309 5.597  -0.156
C: 0.859 -1.385 -4.310  -0.287
H: 5.700 0.269 -3.666  0.216
H: 3.316 -0.501 3.163  0.241
H: 1.826 5.277 0.099  0.223
H: -1.397 2.972 -2.662  0.191
H: -0.871 -3.851 0.648  0.237
H: -0.067 2.130 2.312  0.243
H: -0.610 0.790 -4.434  0.167
H: 1.036 4.366 2.294  0.230
H: -5.217 2.770 1.680  0.226
H: -3.263 -1.152 -1.305  0.194
H: -2.054 -0.032 -3.817  0.223
H: 4.644 1.563 -3.067  0.207
H: -2.251 -3.750 -0.461  0.208
H: 1.201 -4.661 -3.539  0.226
H: 2.815 1.196 3.243  0.209
H: -3.471 4.126 -2.003  0.212
H: 0.625 -3.639 6.753  0.212
H: 1.476 -3.418 4.451  0.221
H: -3.791 0.786 1.509  0.241
H: -5.051 4.527 -0.117  0.217
H: 2.336 -2.858 -4.842  0.218
H: 1.331 -0.572 -4.850  0.212
H: -4.675 -0.662 -0.324  0.184
H: -4.312 -2.386 -0.558  0.171
H: 1.459 3.928 -1.956  0.224
H: 4.511 -0.066 1.035  0.205
H: 1.098 0.632 -2.098  0.270
H: -0.945 -4.123 -2.397  0.198
H: -2.377 -0.707 5.884  0.236
H: 3.346 -0.527 -3.558  0.176
H: 0.699 2.081 -3.005  0.170
H: -1.337 -2.287 7.492  0.213
H: -2.600 1.859 -3.240  0.218
H: 4.540 0.778 3.359  0.214
H: 5.659 0.651 -1.933  0.216
H: -2.532 -3.847 1.283  0.222
H: 4.023 1.630 1.081  0.182
H: 4.353 -1.412 -2.415  0.215

Per-record M, Da: 608.56; 146.24; 106.14; 282.48; 987.75; 946.27
Per-record electronic energy, eV: -68057.2211; -28997.2653; -9924.7305; -36788.6528; -150224.4650; -81018.2703